[1]
Entry from OMol25: C17H16ClN4O9S2V as an isolated structure (ωB97M-V with the def2-TZVPD basis set).

Geometry as XYZ:
```
50
Properties=species:S:1:pos:R:3:forces:R:3:mulliken_charge:R:1
V -1.584803 -0.253612 -1.052566 0.9 -0.3 0.0 0.53
N 1.878649 -4.767116 4.996945 0.0 0.0 0.0 -0.60
C 0.880709 -4.146690 4.235669 0.0 0.0 0.0 1.10
C 0.889458 -4.252277 2.843031 0.0 0.0 0.0 -0.77
C -0.066071 -3.603107 2.086279 0.0 0.0 0.0 -0.46
C -1.039871 -2.834110 2.709845 0.0 0.0 0.0 -0.42
C -1.053554 -2.715145 4.088021 0.0 0.0 0.1 -0.34
C -0.100179 -3.371885 4.849889 0.0 0.0 0.0 -0.69
S -2.227287 -1.972370 1.726833 0.3 -0.2 0.1 1.39
O -3.234905 -1.454870 2.614465 0.0 0.0 0.0 -0.73
O -2.620108 -2.861992 0.664638 0.0 0.0 0.0 -0.78
N -1.354765 -0.812196 1.017474 -0.6 0.2 -0.5 0.03
C -1.420620 0.481872 1.405793 0.3 0.0 0.4 0.62
N -1.496574 0.893789 2.676978 0.0 0.0 0.0 -0.57
C -1.595919 2.197819 2.861935 0.1 0.1 0.0 -0.24
C -1.614358 3.128866 1.828957 0.0 0.0 0.0 -0.82
C -1.490679 2.619060 0.551791 0.2 0.0 -0.1 -0.12
N -1.365704 1.318698 0.333577 -0.2 0.1 0.3 0.17
H 2.302533 -5.564216 4.549157 0.0 0.0 0.0 0.24
H 1.605117 -4.979596 5.942980 0.0 0.0 0.0 0.23
H 1.657596 -4.837877 2.351579 0.0 0.0 0.0 0.26
H -0.054210 -3.683688 1.007013 0.0 0.0 0.0 0.43
H -1.812518 -2.104410 4.558385 0.0 0.0 0.0 0.46
H -0.110689 -3.274150 5.929608 0.0 0.0 0.0 0.26
H -1.649245 2.533055 3.893835 0.0 0.0 0.0 0.39
H -1.703754 4.188500 2.011796 0.0 0.0 0.0 0.37
H -1.473765 3.256456 -0.325466 0.0 0.0 0.0 0.51
C 2.359037 4.416670 -5.064075 0.0 0.0 0.0 -1.41
C 2.251749 3.264436 -4.103423 0.0 -0.1 0.0 0.93
C 2.532461 1.963473 -4.516945 0.0 0.0 0.0 -0.63
C 2.394641 0.892352 -3.649844 0.0 0.0 0.0 -0.67
C 1.970151 1.109076 -2.345938 0.0 -0.1 -0.1 -0.18
C 1.704167 2.395706 -1.912821 0.0 0.1 0.0 -0.25
C 1.845450 3.463519 -2.789275 0.0 0.0 0.0 -0.67
S 1.701519 -0.279012 -1.261022 0.0 0.1 0.1 1.46
O 1.698897 0.260922 0.079841 0.0 0.0 0.0 -0.73
O 2.705258 -1.260551 -1.589238 0.0 0.1 0.0 -0.73
O 0.347676 -0.745941 -1.679802 -0.5 0.0 0.1 -0.69
H 3.178719 4.271473 -5.768896 0.0 0.0 0.0 0.37
H 2.524128 5.357700 -4.538734 0.0 0.0 0.0 0.36
H 1.441890 4.522467 -5.648786 0.0 0.0 0.0 0.27
H 2.864340 1.785646 -5.534117 0.0 0.0 0.0 0.34
H 2.618017 -0.116061 -3.972342 0.0 0.0 0.0 0.41
H 1.399091 2.555237 -0.886678 0.0 0.0 0.0 0.55
H 1.638895 4.469991 -2.441323 0.0 0.0 0.0 0.31
O -2.484287 0.677150 -2.956001 -0.2 0.1 -0.3 -0.63
Cl -3.521749 -0.296862 -2.591724 0.7 -0.2 0.5 1.96
O -3.819478 -0.000488 -1.183695 -0.4 0.0 -0.2 -0.58
O -4.653791 -0.249246 -3.425486 -0.2 0.0 -0.1 -0.65
O -2.841263 -1.586467 -2.578115 -0.4 0.0 -0.3 -0.61
```
Positions in Å, forces in eV/Å.

The calculation puts the energy relative to the best compared isomer or geometry (same formula, charge and spin) at 29.9 kJ/mol. The spin multiplicity is 4. The charge is -1. The electronic energy is -102154.3916 eV.

[2]
Entry from OMol25: a 2-piece molecular cluster, C3H8N2 overall at a distorted geometry (ωB97M-V with the def2-TZVPD basis set).

Geometry as XYZ:
```
13
Properties=species:S:1:pos:R:3:forces:R:3:mulliken_charge:R:1
C -2.868040 -2.689987 -1.283497 -0.1 -0.1 -0.5 -0.28
N -2.936362 -1.551743 -0.761603 -0.9 0.0 0.9 -0.48
H -2.942445 -3.604551 -0.693308 0.4 0.2 0.3 0.25
H -2.777349 -2.867256 -2.350331 -0.1 0.0 -0.4 0.21
H -3.076713 -0.780487 -1.409394 0.7 -0.1 -0.3 0.27
C 1.097233 1.555632 1.476499 -0.1 -0.8 -1.1 -0.82
C 2.835275 1.468741 -0.020544 -0.2 0.4 0.4 -0.68
N 2.159377 2.265395 0.846610 0.0 0.2 -0.1 -0.69
H 0.523406 0.944508 0.734219 0.4 -0.5 0.0 0.16
H 1.460771 0.871023 2.262886 -0.2 -0.1 0.2 0.22
H 0.250305 2.111740 1.824502 -0.1 1.2 0.9 0.34
H 3.777163 1.830023 -0.419443 0.0 -0.1 -0.2 0.25
H 2.497374 0.446963 -0.206601 0.2 -0.1 -0.1 0.24
```
Positions in Å, forces in eV/Å.

The calculation puts the energy relative to the best compared isomer or geometry (same formula, charge and spin) at 173.3 kJ/mol. The spin multiplicity is 2. The charge is -1. The electronic energy is -6217.3341 eV.

[3]
Entry from OMol25: C6H9NS as an isolated structure at a distorted geometry (ωB97M-V with the def2-TZVPD basis set).

Geometry as XYZ:
```
17
Properties=species:S:1:pos:R:3:forces:R:3:mulliken_charge:R:1
C -2.392215 -0.468411 -0.389945 -0.2 1.9 -1.6 -0.73
C -1.249905 -1.140127 -0.291299 -0.4 -2.3 0.6 -0.08
C -0.288481 -1.139060 0.872937 -5.9 0.4 2.2 -0.72
C 0.943074 -0.822486 0.467013 8.0 -0.2 -3.2 0.26
C 0.548782 1.728133 0.194257 -1.1 -1.5 0.2 -0.24
C 1.801717 1.247345 -0.520012 2.9 2.0 -3.1 -0.46
H -2.835348 -0.700898 -1.401029 -0.5 0.5 1.5 0.28
H -2.730254 0.516664 0.186208 0.9 -2.5 -1.1 0.28
H -1.092363 -2.133004 -0.867114 -0.2 2.2 0.2 0.24
H -0.550594 -0.371057 1.623079 -0.5 -0.4 -0.1 0.34
H -0.396370 -2.090578 1.287436 0.2 -1.6 0.9 0.36
H -0.476759 1.488426 -0.281347 1.9 1.0 0.6 0.17
H 0.595195 2.447116 1.037163 -0.1 -0.3 -0.9 0.23
H 1.671378 0.875550 -1.617307 -0.1 0.3 2.2 0.24
H 3.005492 1.892478 -0.625723 -3.9 -2.1 1.3 0.20
N 1.268076 0.462646 0.516610 0.7 2.7 -0.2 -0.09
S 2.178576 -1.792733 -0.190922 -1.5 0.0 0.6 -0.28
```
Positions in Å, forces in eV/Å.

The calculation puts the energy relative to the best compared isomer or geometry (same formula, charge and spin) at 465.4 kJ/mol. The charge is 0. The electronic energy is -18688.3867 eV.